Here is C6H4O in the gas phase from the OMol25 dataset. Energies are from wB97M-V/def2-TZVPD.

Last columns: bonded neighbours and bond lengths (Å).
Element x y z (Å)
1 C -1.53775 1.16677 -1.35935  C2 1.252, C3 1.889, H8 1.075
2 C -1.55886 -0.05625 -1.62796  C1 1.252, C3 1.526
3 C -0.47891 -0.17536 -0.55589  C1 1.889, C2 1.526, C4 1.369, O7 1.361
4 C -0.50544 -0.21422 0.81180  C3 1.369, C5 1.430, H9 1.081
5 C 0.83316 -0.49423 1.23129  C4 1.430, C6 1.355, H10 1.082
6 C 1.56756 -0.58294 0.09621  C5 1.355, O7 1.359, H11 1.080
7 O 0.79036 -0.38404 -1.00124  C3 1.361, C6 1.359
8 H -1.52922 2.22348 -1.16428  C1 1.075
9 H -1.38410 -0.08422 1.42800  C4 1.081
10 H 1.19355 -0.61434 2.24457  C5 1.082
11 H 2.60965 -0.78464 -0.10314  C6 1.080

Calculated values
- Relative energy (zero: lowest compared OMol25 entry of this formula, charge and spin): 70.79 kcal/mol
- Calculated total energy: -306.09872 Eh
- Multiplicity: 1
- HOMO level: -8.22 eV
- E_LUMO: 0.347 eV
- Gap between HOMO and LUMO: 8.6 eV